1.
9
Properties=species:S:1:pos:R:3:mulliken_charge:R:1 method="wB97M-V/def2-TZVPD" charge=0 e_above_lowest_kj_mol=425.00
O 1.450 -1.369 0.183 -0.456
N 0.232 -1.072 1.014 -0.436
C -0.254 0.005 0.504 0.150
N 0.023 0.584 -0.593 -0.198
O -1.118 1.429 -0.915 -0.447
H 1.567 -2.183 0.643 0.373
H -1.147 0.360 1.053 0.333
H 0.215 -0.203 -1.371 0.315
H -0.969 2.450 -0.519 0.366

=====

2.
13
Properties=species:S:1:pos:R:3:mulliken_charge:R:1 method="wB97M-V/def2-TZVPD" charge=0 e_above_lowest_kj_mol=349.78
O 1.912 -1.012 1.043 -0.562
C 1.349 -0.033 0.195 0.015
C 0.269 -0.540 -0.802 -0.683
N -0.700 0.340 -0.109 0.086
C -1.972 0.504 -0.372 -0.428
C 0.243 0.813 0.730 -0.621
H 1.205 -1.282 1.647 0.346
H 2.206 0.458 -0.279 0.331
H 0.007 -1.598 -0.718 0.328
H 0.393 -0.249 -1.849 0.296
H -2.439 -0.163 -1.083 0.238
H -2.535 1.229 0.200 0.252
H 0.127 1.629 1.430 0.402

=====

3.
69
Properties=species:S:1:pos:R:3:mulliken_charge:R:1 method="wB97M-V/def2-TZVPD" charge=-1
C 3.320 3.338 1.924 -0.546
O 2.853 4.563 2.415 -0.389
C 2.415 5.516 1.410 -0.230
N 1.006 5.698 1.357 -0.563
B 0.304 4.714 0.721 0.403
O 0.862 3.642 -0.080 -0.466
O -1.144 4.659 0.825 -0.588
C -1.587 3.780 1.820 -0.586
H 3.347 3.292 0.835 0.255
H 4.310 3.096 2.329 0.287
H 2.653 2.530 2.263 0.137
H 2.864 6.470 1.720 0.198
H 2.863 5.267 0.432 0.280
H 0.837 2.820 0.419 0.168
H -1.713 4.290 2.782 0.297
H -0.873 2.961 1.992 0.185
H -2.546 3.345 1.519 0.154
O -4.080 0.172 0.694 -0.730
P -4.060 -0.692 -0.491 0.829
O -2.802 -1.690 -0.448 -0.140
C -2.671 -2.614 0.630 -0.263
C -3.760 -3.673 0.633 -1.051
O -3.578 0.231 -1.712 -0.319
C -3.294 1.630 -1.544 -0.547
C -1.852 1.873 -1.157 -0.587
O -5.077 -1.524 -1.421 -0.311
C -6.461 -1.678 -1.055 -0.142
C -7.125 -0.369 -0.677 -1.160
H -2.663 -2.072 1.580 0.300
H -1.697 -3.087 0.509 0.293
H -4.721 -3.242 0.928 0.174
H -3.521 -4.464 1.344 0.429
H -3.875 -4.110 -0.359 0.286
H -3.976 2.070 -0.817 0.306
H -3.507 2.103 -2.504 0.379
H -1.523 1.189 -0.373 0.152
H -1.704 2.896 -0.805 0.279
H -1.197 1.713 -2.015 0.275
H -6.547 -2.401 -0.239 0.229
H -6.957 -2.113 -1.922 0.293
H -6.655 0.078 0.201 0.362
H -8.178 -0.534 -0.443 0.402
H -7.052 0.351 -1.493 0.277
O 3.176 -3.349 -0.099 -0.813
P 3.498 -1.934 -0.323 0.760
O 5.072 -1.743 -0.581 -0.353
C 5.693 -2.432 -1.664 -0.289
C 5.200 -1.961 -3.021 -0.940
O 3.389 -1.188 1.095 -0.128
C 2.989 -1.876 2.276 -0.308
C 4.172 -2.496 2.996 -1.036
O 2.900 -0.714 -1.149 -0.149
C 1.778 -0.887 -2.048 -0.312
C 0.628 -1.646 -1.421 -1.149
H 5.535 -3.509 -1.553 0.267
H 6.762 -2.241 -1.571 0.319
H 4.177 -2.300 -3.204 0.189
H 5.828 -2.365 -3.816 0.427
H 5.212 -0.873 -3.078 0.256
H 2.236 -2.629 2.042 0.267
H 2.510 -1.134 2.916 0.368
H 4.834 -3.011 2.300 0.259
H 3.832 -3.208 3.750 0.360
H 4.762 -1.726 3.494 0.283
H 2.118 -1.388 -2.958 0.219
H 1.459 0.114 -2.332 0.292
H 0.927 -2.660 -1.142 0.480
H -0.204 -1.724 -2.121 0.496
H 0.278 -1.143 -0.519 0.223

=====

| no. | HOMO (hartree) | orbital gap (eV) |
| --- | --- | --- |
| 1 | -0.33397 | 9.672 |
| 2 | -0.26033 | 8.057 |
| 3 | -0.12619 | 5.599 |